Record 1
ORCA calculation (ωB97M-V with the def2-TZVPD basis set) on an isolated molecule of C5H6ClNO2 at a distorted geometry.

XYZ file:
```
15
Properties=species:S:1:pos:R:3:forces:R:3:nbo_charge:R:1
Cl 2.4816 -0.8116 1.6825 -1.1 0.0 -0.2 -0.048
C -0.0135 0.5671 1.4458 1.2 -1.3 0.2 0.338
H 0.1858 -0.4757 -2.6763 -2.1 -0.9 0.6 0.184
C -0.2341 2.0162 1.3595 -0.8 -0.6 0.4 -0.682
N -0.3048 -0.5002 2.0507 -0.9 0.5 0.6 -0.288
H 0.0054 2.4055 0.3941 -0.3 0.1 -0.8 0.249
H 0.3940 2.5473 2.0353 0.8 0.1 0.8 0.260
C 0.7689 -0.6262 1.0985 1.0 1.0 -0.6 -0.073
C 0.5676 -1.2329 -0.2537 -1.4 0.5 -1.8 0.753
H -1.2490 2.2027 1.7048 -0.2 0.2 -0.4 0.251
O 1.3370 -1.8675 -0.9100 -0.1 0.1 0.5 -0.535
O -0.6709 -0.7806 -0.8019 1.1 0.6 2.2 -0.545
H -0.7691 -2.0144 -2.3174 -0.1 0.2 -0.9 0.194
H -1.7048 -0.5022 -2.6191 0.2 0.2 0.6 0.203
C -0.7941 -0.9276 -2.1928 2.7 -0.6 -1.1 -0.261
```
Forces are in eV/Å.

HOMO energy: -10.1067 eV
E_LUMO: 0.64 eV
Energy: -859.48213 a.u.
Energy relative to the best compared isomer or geometry (same formula, charge and spin): 59.4 kJ/mol
SMILES string: COC(=O)[C@]1(Cl)N=C1C

=====

Record 2
ORCA calculation (ωB97M-V with the def2-TZVPD basis set) on an isolated molecule of C5H6ClNO2 at a distorted geometry.

XYZ file:
```
15
Properties=species:S:1:pos:R:3:forces:R:3:nbo_charge:R:1
H 1.4462 2.3710 1.0028 -0.9 0.4 0.1 0.216
H -0.2167 -2.8155 0.9374 -2.0 1.2 -0.1 0.213
C 0.8392 1.6627 0.4499 -2.9 6.8 3.3 -0.202
H 0.8109 -0.3703 -1.9197 -0.8 0.6 0.9 0.195
H -0.8037 -1.1652 1.4296 0.3 0.1 -0.3 0.178
H -1.6458 0.4074 -1.1420 -1.3 -0.2 -0.6 0.418
O 0.0523 -1.5623 -0.5466 -0.6 1.3 0.5 -0.561
O -1.4385 2.5136 0.3765 -1.7 1.6 0.8 -0.582
C -0.8253 -1.8858 0.6022 4.9 -0.6 0.6 -0.273
C 0.3847 -0.1682 -0.8839 1.0 -2.1 -0.8 0.180
C -0.6195 1.7181 0.0513 3.2 0.8 1.2 0.578
N -0.7798 0.7014 -0.7929 2.5 -2.0 -0.8 -0.604
H -1.8136 -2.0047 0.3309 -2.0 -0.7 -0.9 0.179
Cl 3.1682 0.0336 0.1234 -3.0 1.1 -0.3 0.047
C 1.4413 0.5643 -0.0190 3.1 -8.4 -3.6 0.016
```
Forces are in eV/Å.

HOMO energy (alpha / beta): -6.5148 / -10.0237 eV
E_LUMO (alpha / beta): 0.66 / -3.39 eV
Energy: -859.35768 a.u.
Energy relative to the best compared isomer or geometry (same formula, charge and spin): 0.0 kJ/mol
2S+1: 3

=====

Record 3
ORCA calculation (ωB97M-V with the def2-TZVPD basis set) on an isolated molecule of C5H6F2.

XYZ file:
```
13
Properties=species:S:1:pos:R:3:forces:R:3:nbo_charge:R:1
H 2.2081 -0.3480 0.8822 0.0 -0.1 0.0 0.223
H 2.2078 -0.3368 -0.8962 0.0 -0.1 0.0 0.224
C 0.4522 0.5134 -0.0002 0.4 -0.1 0.0 0.711
H -4.0007 0.1519 -0.0039 -0.6 0.2 0.0 0.231
F 0.1467 1.2896 1.0825 0.0 -0.1 0.2 -0.347
C -2.9856 -0.1096 -0.0003 0.5 -0.2 0.0 -0.205
H -0.1752 -1.3369 -0.8842 0.1 0.0 0.1 0.247
C -1.8312 -0.4210 0.0004 -0.3 0.1 0.0 -0.014
H 2.4895 1.1638 0.0026 0.0 0.0 0.0 0.236
C 1.9437 0.2230 -0.0033 -0.4 0.2 0.0 -0.667
C -0.4186 -0.7486 0.0041 0.2 0.3 0.0 -0.539
H -0.1776 -1.3284 0.8985 0.1 0.0 -0.1 0.247
F 0.1407 1.2877 -1.0822 0.0 -0.1 -0.2 -0.347
```
Forces are in eV/Å.

HOMO energy: -10.2698 eV
E_LUMO: 0.90 eV
Energy: -393.79880 a.u.
Energy relative to the best compared isomer or geometry (same formula, charge and spin): 7.8 kJ/mol
SMILES string: C#CCC(C)(F)F

=====

Record 4
ORCA calculation (ωB97M-V with the def2-TZVPD basis set) on the ion C5H6F2N3 with charge +1 at a distorted geometry.

XYZ file:
```
16
Properties=species:S:1:pos:R:3:forces:R:3:nbo_charge:R:1
C 1.1453 2.1960 0.3876 -1.4 0.5 1.4 0.831
F 2.4048 2.4914 0.3569 0.0 -0.3 -0.6 -0.247
N -1.8413 -1.1457 -1.7762 -1.0 -0.7 1.1 -0.107
H 0.4394 0.1716 0.3768 0.2 -1.0 1.0 0.439
F 0.6551 2.5846 1.5906 0.4 -0.3 -1.0 -0.298
N -0.5773 -0.3257 -1.5505 3.3 2.8 -2.4 -0.351
H -0.8017 1.6798 -2.0857 -0.9 0.7 -0.9 0.254
N 0.5156 -0.8662 0.8083 0.5 0.3 3.9 -0.737
H -1.6450 -1.6224 1.1618 1.8 0.3 0.3 0.308
H -0.4414 -2.8013 0.4074 -0.2 1.5 0.7 0.292
C -0.6885 -1.6902 0.5583 -1.3 -2.4 -1.3 -0.331
H 1.3726 -1.2684 0.3666 -0.8 0.1 0.6 0.460
H 0.6344 -0.7669 1.9229 0.2 -0.2 -3.2 0.471
C -1.0993 -1.2191 -0.7600 -2.1 -1.6 0.0 0.365
C 0.3680 1.5340 -0.4394 1.6 1.1 1.2 -0.408
C -0.4407 1.0485 -1.3253 -0.4 -0.9 -0.9 0.059
```
Forces are in eV/Å.

Net charge: +1
HOMO energy: -13.1997 eV
E_LUMO: -3.98 eV
Energy: -557.62175 a.u.
Energy relative to the best compared isomer or geometry (same formula, charge and spin): 531.9 kJ/mol
SMILES string: [NH3+]CC1=NN1C=C=C(F)F

=====

Record 5
ORCA calculation (ωB97M-V with the def2-TZVPD basis set) on an isolated molecule of C5H6F2N4 at a distorted geometry.

XYZ file:
```
17
Properties=species:S:1:pos:R:3:forces:R:3:nbo_charge:R:1
C 1.4352 -1.3866 -0.6010 -1.2 -0.2 0.6 -0.098
H 3.6454 0.2119 0.8166 0.8 -0.3 -0.4 0.411
N 2.8416 -0.1491 0.3451 -0.8 1.0 -0.4 -0.128
N 1.7402 0.5193 0.4843 -1.4 0.5 0.5 -0.262
H -1.0618 1.5417 -1.8555 -0.5 -0.5 0.8 0.239
C -1.4948 1.1830 -0.8948 0.2 -0.3 -0.8 -0.477
H 0.9381 -2.3380 -0.8635 0.9 0.9 -0.5 0.240
C -1.8440 -0.2584 -0.6535 0.1 0.5 0.5 0.678
C 0.8071 -0.2570 -0.0794 -1.8 2.3 0.2 0.066
H -2.2140 1.8501 -0.3352 1.2 -0.7 -0.8 0.266
H -1.0678 -0.1217 1.9753 -0.4 -0.1 0.4 0.352
F -2.9628 -0.4565 0.0879 0.2 -0.2 -0.2 -0.326
F -1.7578 -1.2813 -1.5550 0.4 0.9 0.4 -0.323
C -0.6419 0.2968 0.0742 0.1 0.1 1.0 0.019
H -0.1102 1.1259 1.9210 -0.6 0.0 -0.9 0.375
N -0.9677 0.7514 1.4680 1.2 -1.1 -0.2 -0.803
N 2.7153 -1.2313 -0.3343 1.9 -2.8 -0.1 -0.231
```
Forces are in eV/Å.

HOMO energy: -9.9746 eV
E_LUMO: 0.93 eV
Energy: -612.79979 a.u.
Energy relative to the best compared isomer or geometry (same formula, charge and spin): 10.4 kJ/mol
SMILES string: N[C@]1(c2cn[nH]n2)CC1(F)F

=====

Record 6
ORCA calculation (ωB97M-V with the def2-TZVPD basis set) on an isolated molecule of C5H6F2O at a distorted geometry.

XYZ file:
```
14
Properties=species:S:1:pos:R:3:forces:R:3:nbo_charge:R:1
H 0.4977 -1.3845 1.2688 0.2 -0.6 -0.3 0.220
F -2.1080 -1.7174 1.8013 0.1 0.3 0.3 -0.352
H 1.5123 0.2576 -3.1002 0.0 -0.2 0.0 0.191
C 1.1053 0.2743 -0.9257 0.1 -1.3 0.4 0.011
C -1.3637 -0.5585 1.9392 -0.1 -0.6 0.1 0.536
H -2.0655 0.2805 1.8187 0.4 -0.1 0.1 0.145
C 0.8785 0.6464 -2.3145 0.0 0.3 -0.4 -0.100
H -0.1223 0.9528 -2.6162 0.2 0.1 0.1 0.184
O 1.5500 1.5155 -1.4037 -0.2 0.5 0.0 -0.470
C -0.0351 0.2520 0.0078 0.1 -0.1 1.4 -0.165
F -0.8617 -0.5613 3.2275 -0.4 0.1 -0.5 -0.347
H -0.6467 1.1465 0.0150 -0.4 -0.1 -0.4 0.210
H 1.8876 -0.4556 -0.7015 -0.1 0.2 -0.1 0.190
C -0.2284 -0.6482 0.9833 0.2 1.5 -0.4 -0.252
```
Forces are in eV/Å.

HOMO energy: -10.1995 eV
E_LUMO: 0.95 eV
Energy: -469.02542 a.u.
Energy relative to the best compared isomer or geometry (same formula, charge and spin): 113.8 kJ/mol
SMILES string: FC(F)/C=C/[C@H]1CO1

=====

Record 7
ORCA calculation (ωB97M-V with the def2-TZVPD basis set) on an isolated molecule of C5H6F2O at a distorted geometry.

XYZ file:
```
14
Properties=species:S:1:pos:R:3:forces:R:3:nbo_charge:R:1
F -1.6435 1.5525 0.1215 -0.2 -0.2 0.2 -0.356
C -0.6618 0.6893 -0.3110 0.7 0.4 -1.5 0.208
C 0.7550 1.2183 -0.0301 0.2 0.6 -0.5 -0.511
C -0.6781 -0.6922 0.2993 -1.7 1.9 0.8 0.017
H -0.8665 -0.5335 1.3495 -0.4 -0.2 0.9 0.169
H 1.0889 1.8793 -0.8618 -0.2 0.2 1.0 0.228
C 0.6664 -1.1294 0.1290 4.8 -0.9 -0.3 -0.278
H 1.0968 -2.1108 0.4325 -0.8 0.7 -0.6 0.235
H 0.8535 1.6822 1.0442 -0.1 -0.8 -2.1 0.235
H -2.5731 -1.3671 -0.2180 3.2 0.1 0.2 0.493
H -0.8080 0.4916 -1.4181 0.1 0.6 1.1 0.172
F 2.8373 -0.0427 -0.0796 -0.7 -0.5 -0.5 -0.320
O -1.5555 -1.5427 -0.2963 -4.1 -1.7 -1.0 -0.718
C 1.4887 -0.0947 -0.1611 -1.0 -0.1 2.2 0.425
```
Forces are in eV/Å.

HOMO energy: -9.5995 eV
E_LUMO: 0.78 eV
Energy: -469.03734 a.u.
Energy relative to the best compared isomer or geometry (same formula, charge and spin): 82.5 kJ/mol
SMILES string: O[C@H]1C=C(F)C[C@@H]1F

=====

Record 8
ORCA calculation (ωB97M-V with the def2-TZVPD basis set) on an isolated molecule of C5H6F4N2O at a distorted geometry.

XYZ file:
```
18
Properties=species:S:1:pos:R:3:forces:R:3:nbo_charge:R:1
H -2.2344 -3.3228 0.4041 0.9 2.7 -0.4 0.184
C -0.7737 0.0128 0.4287 0.0 -1.5 0.3 0.222
O 0.0285 0.0840 -0.7713 -2.9 -1.1 -0.2 -0.508
C 1.2733 0.3198 -0.9504 3.4 0.7 -0.4 0.483
N 1.7893 0.5627 -2.0900 0.5 0.0 1.9 -0.638
N -1.6729 -1.1403 0.5329 -0.6 -2.8 -0.5 -0.511
F -0.7853 -2.6960 -0.8524 1.0 -0.7 -1.1 -0.324
C 2.2049 0.3726 0.3240 1.1 1.7 0.1 0.916
H -0.1476 -0.1710 1.2712 0.7 0.2 0.7 0.209
C -1.4886 1.3098 0.4820 -1.0 2.4 0.8 -0.646
H 1.0668 0.6289 -2.7779 -0.6 -0.2 -0.6 0.350
H -0.8666 2.2129 0.8625 -0.4 -1.7 -1.4 0.239
H -2.2983 1.3831 1.2338 0.2 -0.8 -0.5 0.239
F 3.4730 0.8315 0.0517 -1.5 -1.3 -0.2 -0.310
F 1.7548 1.2524 1.2380 -0.9 1.1 -0.3 -0.336
F 2.2468 -0.7271 1.0560 0.5 -1.5 -0.7 -0.311
H -1.9419 1.4390 -0.5301 0.4 0.5 0.8 0.229
C -1.6282 -2.3524 0.0872 -0.9 2.3 1.7 0.513
```
Forces are in eV/Å.

HOMO energy: -10.5131 eV
E_LUMO: 0.72 eV
Energy: -778.27957 a.u.
Energy relative to the best compared isomer or geometry (same formula, charge and spin): 200.2 kJ/mol
SMILES string: [H]/N=C(\O[C@@H](C)/N=C\F)C(F)(F)F